Entry 1:
{
  "formula": "C24H17Cl5N4O2Pd",
  "method": "ωB97M-V/def2-TZVPD",
  "symbols": ["Pd", "C", "N", "C", "C", "C", "C", "C", "N", "C", "C", "C", "C", "C", "C", "H", "H", "H", "H", "H", "H", "H", "H", "H", "H", "H", "Cl", "C", "C", "Cl", "C", "Cl", "C", "O", "C", "Cl", "C", "Cl", "N", "C", "O", "C", "C", "C", "C", "N", "C", "H", "H", "H", "H", "H", "H"],
  "coordinates": [[-0.8303, 1.7094, 0.3966], [1.3685, 0.0969, -1.3919], [0.6707, 1.3419, -1.1801], [0.8893, 2.3404, -1.9413], [0.2344, 3.5950, -1.7558], [0.4022, 4.7860, -2.4723], [-0.4774, 5.7016, -1.8757], [-1.1215, 4.9989, -0.8470], [-0.6968, 3.7284, -0.7717], [2.3285, -0.2450, -0.2702], [3.0290, -1.4466, -0.3412], [3.8718, -1.8384, 0.6869], [4.0180, -1.0329, 1.8098], [3.3261, 0.1644, 1.8877], [2.4907, 0.5601, 0.8507], [1.9094, 0.0991, -2.3484], [0.6331, -0.7088, -1.4199], [1.6100, 2.2579, -2.7651], [1.0756, 4.9503, -3.3021], [-0.6410, 6.7347, -2.1486], [-1.8816, 5.3704, -0.1725], [2.8739, -2.0985, -1.1944], [4.3916, -2.7875, 0.6270], [4.6430, -1.3530, 2.6350], [3.3995, 0.7770, 2.7770], [1.9224, 1.4789, 0.9271], [-4.9797, -4.7890, -4.1931], [-3.7153, -4.1931, -3.1551], [-3.4489, -2.8221, -3.0763], [-4.4185, -1.7092, -3.9872], [-2.4262, -2.3406, -2.2899], [-2.0924, -0.6601, -2.1276], [-1.5537, -3.2135, -1.5241], [-0.6122, -2.7850, -0.8290], [-1.9041, -4.6029, -1.6083], [-0.9540, -5.6822, -0.6419], [-2.9351, -5.0669, -2.4065], [-3.2678, -6.7732, -2.4724], [0.2096, -2.0142, 1.8507], [0.3518, -1.2358, 2.9488], [0.9878, -1.6243, 3.9311], [-0.3111, 0.0940, 2.8974], [0.0544, 1.0563, 3.7889], [-0.5562, 2.3283, 3.7267], [-1.5736, 2.5335, 2.8287], [-2.0822, 1.5721, 2.0143], [-1.3338, 0.3951, 1.9068], [0.6849, -2.9017, 1.8566], [-0.1878, -1.7390, 0.9665], [0.8105, 0.8211, 4.5279], [-0.2343, 3.1345, 4.3745], [-2.0739, 3.4955, 2.7809], [-1.8773, -0.4585, 1.5118]],
  "lowdin_charge": [0.670, -0.198, -0.084, -0.125, -0.379, -0.109, -0.160, -0.225, -0.021, -0.206, -0.061, -0.107, -0.113, -0.091, -0.047, 0.116, 0.071, 0.121, 0.074, 0.058, 0.077, 0.112, 0.089, 0.090, 0.099, 0.092, 0.578, -0.741, -0.718, 0.626, -0.612, 0.712, -0.531, -0.110, -0.623, 0.644, -0.719, 0.606, 0.195, -0.526, -0.016, -0.185, -0.075, -0.130, -0.233, -0.105, -0.292, 0.107, 0.056, 0.103, 0.074, 0.087, 0.086],
  "e_lumo_ev": 4.12,
  "charge": -2,
  "e_homo_ev": -1.48,
  "homo_lumo_gap_ev": 5.6,
  "e_above_lowest_kj_mol": 0.0
}

=====

Entry 2:
{
  "formula": "C25H44Cl5N4O4",
  "method": "ωB97M-V/def2-TZVPD",
  "symbols": ["C", "C", "C", "Cl", "N", "N", "C", "C", "C", "Cl", "C", "C", "Cl", "C", "C", "C", "Cl", "C", "C", "Cl", "H", "H", "H", "H", "H", "H", "H", "H", "H", "H", "H", "H", "H", "H", "C", "O", "C", "C", "N", "C", "C", "O", "C", "H", "H", "H", "H", "H", "H", "H", "H", "H", "H", "H", "H", "H", "H", "H", "C", "O", "C", "C", "N", "C", "C", "O", "C", "H", "H", "H", "H", "H", "H", "H", "H", "H", "H", "H", "H", "H", "H", "H"],
  "coordinates": [[1.3408, -0.9528, 1.8157], [2.4035, -0.2341, 0.9257], [1.7817, 0.0277, -0.4720], [2.8578, 0.9651, -1.5838], [0.3930, 0.5955, -0.4369], [-0.4891, -0.2418, -0.9552], [-1.7072, 0.2429, -0.8824], [-2.1550, 1.4849, -0.3440], [-3.6312, 1.8068, -0.3297], [-4.3399, 2.9555, -1.4565], [-4.3899, 1.1785, 0.5759], [-5.8919, 1.3915, 0.7767], [-3.6198, -0.0152, 1.6618], [-1.1618, 2.3699, 0.1547], [0.1590, 1.8090, 0.0673], [1.2145, 2.7830, 0.6165], [2.0741, 3.9149, -0.4400], [1.4713, 2.8809, 1.9330], [0.7949, 2.0490, 3.0229], [2.6662, 4.0516, 2.5141], [0.4479, -0.3520, 2.0591], [0.9696, -1.8233, 1.2204], [1.7965, -1.4100, 2.7189], [3.2059, -0.9879, 0.7550], [2.9072, 0.6315, 1.3878], [1.7790, -0.9713, -0.9488], [-2.4875, -0.4197, -1.3019], [-6.1001, 2.4491, 0.5083], [-6.5082, 0.6758, 0.2027], [-6.0813, 1.3262, 1.8694], [-1.3784, 3.3637, 0.5610], [0.6676, 2.7262, 3.8983], [-0.2395, 1.7739, 2.7223], [1.3882, 1.1908, 3.3804], [-9.2101, -5.7206, 0.0494], [-8.5886, -5.0274, 1.1200], [-7.3235, -5.5717, 1.4842], [-6.2165, -4.5770, 1.1775], [-6.0298, -4.4315, -0.2643], [-5.1446, -3.3319, -0.6327], [-5.6250, -1.9117, -0.3252], [-6.7560, -1.5100, -1.0807], [-8.0110, -1.8510, -0.5046], [-10.2047, -5.2986, -0.0907], [-8.6460, -5.5975, -0.8807], [-9.3148, -6.7837, 0.2822], [-7.1373, -6.5351, 1.0013], [-7.3500, -5.7423, 2.5645], [-5.2828, -4.9259, 1.6281], [-6.4900, -3.6207, 1.6417], [-6.9317, -4.2749, -0.6974], [-4.9900, -3.4040, -1.7133], [-4.1667, -3.4893, -0.1642], [-4.8198, -1.2295, -0.6183], [-5.7876, -1.7438, 0.7451], [-7.9791, -1.8533, 0.5879], [-8.3538, -2.8189, -0.8732], [-8.7392, -1.1049, -0.8263], [10.1942, 2.4884, -2.9112], [10.0153, 2.5452, -1.5055], [9.4786, 3.7861, -1.0558], [8.0886, 3.5787, -0.4782], [7.1298, 3.2489, -1.5302], [5.8303, 2.8172, -1.0244], [5.7795, 1.4957, -0.2544], [6.0651, 0.3566, -1.0492], [7.4438, 0.0240, -1.1437], [10.6956, 1.5504, -3.1476], [9.2318, 2.5092, -3.4326], [10.8223, 3.3136, -3.2579], [9.4715, 4.5405, -1.8477], [10.1368, 4.1472, -0.2601], [7.7678, 4.4942, 0.0273], [8.1535, 2.7755, 0.2665], [7.5135, 2.5063, -2.1019], [5.1737, 2.7210, -1.8953], [5.4090, 3.6121, -0.3997], [4.7517, 1.3635, 0.0884], [6.3980, 1.5108, 0.6501], [7.9968, 0.2874, -0.2393], [7.8965, 0.5014, -2.0147], [7.5173, -1.0545, -1.2898]],
  "lowdin_charge": [-0.092, -0.222, -0.561, 0.733, -0.057, 0.193, -0.039, -0.188, -0.651, 0.735, -0.643, -0.083, 0.713, 0.124, -0.146, -0.637, 0.666, -0.692, -0.087, 0.682, 0.051, 0.090, 0.097, 0.132, 0.096, 0.120, 0.145, 0.073, 0.084, 0.090, 0.163, 0.090, 0.083, 0.084, -0.110, -0.198, -0.213, -0.210, -0.046, -0.195, -0.263, -0.187, -0.087, 0.090, 0.080, 0.090, 0.124, 0.123, 0.123, 0.105, 0.072, 0.122, 0.117, 0.080, 0.089, 0.094, 0.075, 0.092, -0.112, -0.197, -0.213, -0.209, -0.047, -0.215, -0.262, -0.202, -0.086, 0.090, 0.079, 0.090, 0.124, 0.123, 0.123, 0.106, 0.072, 0.097, 0.110, 0.049, 0.116, 0.093, 0.074, 0.090],
  "e_lumo_ev": -4.96,
  "charge": 1,
  "e_homo_ev": -10.42,
  "homo_lumo_gap_ev": 5.5
}

=====

Entry 3:
{
  "formula": "C4H8O3",
  "method": "ωB97M-V/def2-TZVPD",
  "symbols": ["C", "O", "C", "O", "C", "C", "O", "H", "H", "H", "H", "H", "H", "H", "H"],
  "coordinates": [[-0.9461, 2.5220, 0.7064], [-0.4477, 1.1866, 0.8284], [-0.7146, 0.3828, -0.2146], [-1.3191, 0.7250, -1.1975], [1.4108, -0.8120, -0.1807], [-0.0884, -0.9815, -0.0019], [2.0088, -1.1434, -1.1734], [-0.4668, 3.0353, -0.1315], [-0.7026, 3.0123, 1.6488], [-2.0264, 2.5077, 0.5464], [1.9272, -0.3176, 0.6659], [-0.2996, -1.3255, 1.0170], [0.8854, -3.8145, -0.6945], [-0.4872, -1.6743, -0.7424], [1.2662, -3.3029, -1.0764]],
  "lowdin_charge": [-0.040, -0.046, -0.511, 0.128, -0.265, -0.062, 0.032, 0.100, 0.094, 0.097, 0.132, 0.133, 0.059, 0.112, 0.036],
  "e_lumo_ev": 0.71,
  "e_homo_ev": -10.26,
  "homo_lumo_gap_ev": 11.0,
  "smiles": "COC(=O)CC=O.[H][H]",
  "e_above_lowest_kj_mol": 201.5
}

=====

Entry 4:
{
  "formula": "C4H11NO",
  "method": "ωB97M-V/def2-TZVPD",
  "symbols": ["C", "C", "N", "H", "H", "H", "H", "H", "H", "C", "O", "C", "H", "H", "H", "H", "H"],
  "coordinates": [[-0.7091, -1.3859, -1.7255], [-0.0513, -2.4430, -1.2241], [-2.0437, -1.1049, -1.5161], [-0.2501, -0.6565, -2.3859], [1.0246, -2.4306, -1.1343], [-0.5067, -3.4290, -1.2372], [-2.6341, -0.7467, -2.2527], [-2.5478, -1.8103, -0.9917], [2.2685, 0.1601, 1.5888], [0.5430, 1.0073, 1.2926], [1.4479, 0.2320, 2.0832], [0.8213, 2.4905, 1.3887], [0.5359, 0.5759, 0.2907], [-0.4528, 0.8543, 1.7039], [0.1906, 3.0509, 0.6845], [0.5301, 2.8843, 2.3526], [1.8339, 2.7514, 1.0826]],
  "lowdin_charge": [-0.329, -0.042, 0.038, 0.101, 0.032, 0.045, 0.080, 0.085, 0.076, -0.321, -0.086, -0.095, 0.094, 0.109, 0.073, 0.070, 0.071],
  "e_lumo_ev": 1.00,
  "e_homo_ev": -8.18,
  "homo_lumo_gap_ev": 9.2,
  "smiles": "C=CN.CCO",
  "e_above_lowest_kj_mol": 210.6
}

=====

Entry 5:
{
  "formula": "C6H9N",
  "method": "ωB97M-V/def2-TZVPD",
  "symbols": ["C", "C", "C", "C", "C", "C", "N", "H", "H", "H", "H", "H", "H", "H", "H", "H"],
  "coordinates": [[-0.5420, -0.0462, -2.4573], [-0.4711, 0.2719, -1.0009], [0.6670, 0.4536, -0.2617], [0.3550, 0.2266, 1.1061], [1.4147, -0.1180, 2.1045], [-1.0011, 0.0240, 1.1701], [-1.4967, 0.0486, -0.1170], [-1.4659, 0.2508, -2.9627], [0.2989, 0.4263, -2.9722], [-0.4271, -1.1307, -2.5913], [1.6515, 0.6507, -0.6660], [1.0086, -0.4994, 3.0434], [2.1194, 0.6904, 2.3180], [1.9925, -0.9316, 1.6511], [-1.6573, -0.1488, 2.0127], [-2.4464, -0.1682, -0.3768]],
  "lowdin_charge": [-0.044, -0.336, -0.038, -0.303, -0.066, -0.086, 0.048, 0.071, 0.077, 0.081, 0.113, 0.072, 0.072, 0.078, 0.111, 0.149],
  "e_lumo_ev": 1.05,
  "e_homo_ev": -7.79,
  "homo_lumo_gap_ev": 8.8,
  "smiles": "Cc1c[nH]c(C)c1",
  "e_above_lowest_kj_mol": 35.0
}

=====

Entry 6:
{
  "formula": "C3H9NO2",
  "method": "ωB97M-V/def2-TZVPD",
  "symbols": ["C", "N", "C", "C", "O", "H", "H", "H", "H", "H", "H", "H", "H", "H", "O"],
  "coordinates": [[0.2318, 0.7366, -1.1896], [1.3705, 0.0812, -0.7804], [1.4123, -0.5742, 0.5183], [2.1600, 0.2133, 1.5928], [0.1883, 1.5040, -2.1210], [-0.6419, 0.4026, -0.6160], [2.2387, 0.5001, -1.0851], [1.7689, -1.5995, 0.3966], [0.3893, -0.7002, 0.8858], [2.9844, 0.8004, 1.1994], [2.4961, -0.4589, 2.3837], [1.4870, 0.9337, 2.0648], [-5.5322, -1.3703, -0.9117], [-5.2625, -0.0124, -1.5956], [-5.2907, -0.4565, -0.7420]],
  "lowdin_charge": [-0.365, 0.011, -0.268, -0.087, 0.020, 0.129, 0.136, 0.107, 0.106, 0.067, 0.071, 0.073, 0.029, 0.033, -0.062],
  "e_lumo_ev": 0.89,
  "e_homo_ev": -9.78,
  "homo_lumo_gap_ev": 10.7,
  "smiles": "CCNC=O.O",
  "e_above_lowest_kj_mol": 89.3
}